(1)
{
  "formula": "C50H64CdN8O2S",
  "method": "ωB97M-V/def2-TZVPD",
  "symbols": ["Cd", "C", "N", "C", "C", "N", "N", "C", "N", "N", "H", "H", "H", "H", "H", "H", "H", "H", "H", "H", "H", "C", "C", "C", "C", "C", "C", "C", "C", "N", "C", "C", "C", "C", "C", "C", "C", "C", "C", "C", "H", "H", "H", "H", "H", "H", "H", "H", "H", "H", "H", "H", "H", "H", "H", "H", "H", "H", "H", "H", "H", "H", "H", "H", "N", "S", "C", "C", "C", "C", "C", "C", "C", "C", "C", "C", "C", "C", "H", "H", "H", "H", "H", "H", "H", "H", "H", "H", "H", "C", "C", "C", "C", "N", "C", "C", "H", "H", "H", "H", "H", "H", "H", "C", "C", "C", "C", "C", "C", "C", "C", "C", "C", "O", "O", "H", "H", "H", "H", "H", "H", "H", "H", "H", "H", "H"],
  "xyz": [[-0.03280, -0.09290, 0.33840], [-2.84220, 4.19110, 2.50540], [-2.98570, 2.76810, 2.28130], [-3.03770, 1.96220, 3.48180], [-2.65840, 2.19160, 1.07790], [-2.62260, 0.96870, 0.76040], [-2.41420, 3.13400, 0.05290], [-1.72330, 2.79920, -1.08930], [-2.11900, 3.47410, -2.22450], [-0.76680, 1.96080, -1.05550], [-3.01150, 4.39590, 3.56110], [-3.58550, 4.76290, 1.94040], [-1.84470, 4.55190, 2.23950], [-3.85340, 2.30740, 4.12200], [-2.09550, 2.02230, 4.03550], [-3.21370, 0.91930, 3.23640], [-2.74080, 0.29470, 1.50450], [-3.10950, 3.85980, -0.04280], [-2.72040, 4.27990, -2.15820], [-1.49830, 3.45950, -3.01560], [-0.33490, 1.79140, -1.95700], [5.32410, -2.95520, 3.31670], [4.13190, -2.71860, 2.42890], [3.62500, -3.74450, 1.64970], [2.50400, -3.49590, 0.86330], [1.90870, -4.57880, 0.00730], [1.93920, -2.24070, 0.86490], [2.42280, -1.14920, 1.63010], [3.55210, -1.46080, 2.42140], [1.73400, 0.00900, 1.52210], [2.01540, 1.32440, 2.06790], [0.75570, 1.81800, 2.81310], [0.91970, 3.26130, 3.28900], [1.16560, 4.17390, 2.08860], [2.43220, 3.72270, 1.36370], [3.61930, 3.82090, 2.32020], [3.36410, 2.90340, 3.51200], [2.10510, 3.35380, 4.24710], [3.20400, 1.46130, 3.03010], [2.26650, 2.28340, 0.88560], [5.68760, -3.97480, 3.20670], [5.06100, -2.79310, 4.36330], [6.13400, -2.26920, 3.06420], [4.07770, -4.72560, 1.66940], [2.17550, -5.56220, 0.38980], [2.28390, -4.50260, -1.01650], [0.82300, -4.49190, -0.01210], [1.04200, -2.07120, 0.27870], [4.00550, -0.74720, 3.08110], [0.55730, 1.15370, 3.65810], [-0.09290, 1.74170, 2.12160], [0.00820, 3.58280, 3.81070], [1.28410, 5.20780, 2.42480], [0.31270, 4.13180, 1.40520], [2.60880, 4.37310, 0.49790], [3.74130, 4.85310, 2.66280], [4.53760, 3.52030, 1.80900], [4.22040, 2.94850, 4.19590], [2.22390, 4.37910, 4.60950], [1.92820, 2.71680, 5.11610], [3.04330, 0.81640, 3.89410], [4.12080, 1.16250, 2.52020], [3.15960, 1.95390, 0.34880], [1.41790, 2.20510, 0.20040], [-0.48130, -1.35570, -1.44110], [-1.02840, -1.11760, -2.87480], [-1.23010, -2.77650, -3.63420], [-2.03530, -2.97020, -4.74340], [-2.07080, -4.21910, -5.34110], [-1.30430, -5.25560, -4.83430], [-0.51320, -5.05490, -3.71480], [-0.47240, -3.80870, -3.11380], [-2.81570, -0.75240, -2.78560], [-3.67310, -1.54330, -2.04290], [-5.00910, -1.19020, -1.96480], [-5.46790, -0.04580, -2.59980], [-4.59520, 0.75100, -3.32210], [-3.26360, 0.39220, -3.42160], [-1.02890, -2.02460, -0.87870], [-2.63460, -2.15930, -5.13100], [-2.69610, -4.38030, -6.20660], [-1.32390, -6.22250, -5.31460], [0.07640, -5.86410, -3.31260], [0.13710, -3.62660, -2.24040], [-3.30420, -2.42000, -1.52750], [-5.69830, -1.80860, -1.40940], [-6.51070, 0.22890, -2.53000], [-4.95050, 1.64710, -3.81010], [-2.56620, 0.98860, -3.99070], [5.27270, 0.15920, -4.71860], [4.16600, 0.18750, -3.71060], [3.86410, -0.90730, -2.91010], [2.81650, -0.82130, -2.00380], [2.08430, 0.26760, -1.84110], [2.37970, 1.31850, -2.59220], [3.38950, 1.32850, -3.53820], [5.85930, -0.75240, -4.63050], [5.93060, 1.01780, -4.58420], [4.86050, 0.21110, -5.72740], [4.43870, -1.81740, -2.98390], [2.56770, -1.65660, -1.36490], [1.78820, 2.20820, -2.42170], [3.57590, 2.21420, -4.12760], [-3.21370, -5.21490, 6.48520], [-2.75680, -4.48950, 5.25170], [-1.44110, -4.08520, 5.09420], [-1.01800, -3.41030, 3.95620], [0.41830, -3.01840, 3.80020], [-1.94820, -3.14020, 2.95020], [-3.27050, -3.56640, 3.07660], [-4.25880, -3.32880, 1.97060], [-3.65990, -4.23100, 4.22920], [-1.54570, -2.32690, 1.73640], [-1.60890, -2.84040, 0.60810], [-1.21320, -1.13610, 1.97890], [-2.44290, -5.20500, 7.25300], [-3.44740, -6.25310, 6.24350], [-4.11660, -4.75430, 6.88660], [-0.72600, -4.29290, 5.87900], [0.96600, -3.14890, 4.73170], [0.50470, -1.98350, 3.47480], [0.89250, -3.63310, 3.03480], [-4.18130, -2.31070, 1.59200], [-5.27700, -3.51040, 2.31180], [-4.04030, -4.00230, 1.14110], [-4.68730, -4.55190, 4.34020]],
  "forces_ev_per_a": [[-0.5, 0.8, -0.5], [0.1, 0.3, -0.2], [0.1, 0.0, -0.1], [-0.1, -0.2, 0.1], [-0.4, -0.1, 0.2], [0.1, -0.5, -0.1], [-0.2, 0.5, 0.0], [0.3, 0.1, -0.3], [-0.2, 0.1, 0.0], [0.5, -0.6, 0.1], [0.0, 0.0, -0.1], [0.0, 0.0, 0.1], [0.0, 0.0, 0.0], [0.1, 0.0, 0.0], [0.0, 0.0, 0.0], [0.0, 0.0, 0.1], [0.1, 0.1, 0.2], [0.1, -0.1, 0.0], [0.1, -0.1, 0.0], [0.0, 0.0, 0.1], [-0.1, 0.1, -0.1], [0.0, 0.0, 0.0], [0.0, -0.1, 0.0], [0.0, 0.0, 0.0], [-0.1, 0.0, -0.1], [0.0, 0.1, 0.0], [0.0, 0.0, 0.1], [0.2, -0.2, 0.0], [0.1, 0.1, 0.1], [0.0, 0.3, 0.2], [0.1, 0.1, 0.0], [0.3, 0.1, 0.0], [-0.3, 0.1, 0.1], [0.0, 0.0, 0.0], [0.0, 0.2, -0.3], [-0.1, 0.0, 0.0], [0.2, 0.1, 0.2], [0.0, 0.0, 0.0], [-0.1, 0.1, 0.0], [0.0, 0.0, 0.2], [0.1, 0.0, 0.0], [0.0, 0.0, 0.0], [0.0, 0.0, 0.0], [0.0, -0.1, 0.0], [0.0, -0.1, 0.0], [0.0, -0.1, -0.1], [-0.1, 0.0, 0.0], [0.1, -0.4, -0.1], [0.0, 0.2, 0.0], [0.0, -0.1, 0.0], [-0.1, 0.1, 0.1], [0.0, 0.0, 0.0], [-0.1, 0.1, 0.0], [-0.1, 0.0, -0.1], [0.0, 0.0, 0.0], [0.1, 0.0, 0.0], [0.0, 0.0, 0.0], [-0.1, 0.0, 0.0], [0.0, 0.0, 0.0], [0.0, 0.0, 0.1], [0.1, -0.1, 0.1], [0.0, -0.1, 0.0], [0.0, -0.1, 0.0], [0.1, 0.1, -0.1], [0.2, -0.2, 0.4], [-1.2, -0.4, -0.4], [0.4, 0.4, 0.2], [0.0, 0.1, -0.1], [0.0, 0.1, 0.0], [0.1, -0.1, 0.0], [-0.1, 0.0, -0.1], [0.1, 0.2, 0.2], [0.6, 0.2, -0.2], [0.0, -0.1, 0.1], [0.0, -0.1, 0.0], [0.0, 0.1, -0.1], [-0.2, 0.0, 0.0], [0.2, -0.1, 0.0], [-0.1, -0.2, -0.1], [-0.1, 0.1, -0.1], [-0.1, 0.0, -0.1], [0.0, -0.1, 0.0], [0.1, -0.1, 0.1], [0.1, 0.0, 0.1], [0.0, -0.1, 0.1], [0.0, -0.1, 0.1], [-0.1, 0.0, 0.0], [0.0, 0.1, 0.0], [0.1, 0.1, -0.1], [0.0, 0.0, 0.0], [-0.1, -0.1, 0.2], [0.0, 0.2, -0.1], [0.2, -0.3, -0.1], [-0.4, 0.3, 0.2], [0.2, 0.1, -0.2], [-0.1, -0.1, 0.1], [0.0, 0.0, 0.0], [0.1, 0.0, 0.0], [0.1, 0.0, 0.0], [0.1, -0.1, 0.0], [0.0, -0.1, 0.0], [-0.1, 0.2, 0.0], [0.0, 0.1, 0.0], [0.0, 0.0, -0.1], [-0.1, 0.0, 0.0], [-0.1, 0.0, 0.0], [-0.1, 0.1, -0.1], [0.0, 0.1, 0.0], [0.1, 0.0, 0.0], [0.0, 0.0, -0.1], [0.0, -0.1, 0.0], [0.1, 0.0, 0.0], [-0.4, -0.5, 0.3], [0.0, -0.4, -0.3], [0.2, 0.6, 0.1], [0.0, 0.0, 0.1], [0.0, 0.0, 0.1], [0.0, 0.0, 0.1], [0.1, 0.0, 0.1], [0.0, 0.0, 0.0], [0.1, 0.0, 0.0], [0.1, 0.0, 0.0], [-0.1, 0.1, -0.1], [0.0, 0.0, 0.0], [-0.1, 0.0, -0.1], [-0.1, 0.0, 0.0]],
  "energy_ev": -84306.3829,
  "relative_energy_ev": 0.730,
  "e_lumo_ha": 0.00181,
  "mol_weight_da": 953.60,
  "largest_force_ha_per_bohr": 0.026,
  "gap_ev": 5.8669
}

(2)
{
  "formula": "C50H65As2BaGeN2O15S",
  "method": "ωB97M-V/def2-TZVPD",
  "symbols": ["Ba", "O", "C", "O", "C", "C", "C", "C", "C", "N", "C", "O", "O", "H", "H", "H", "H", "C", "C", "C", "C", "O", "Ge", "O", "C", "C", "C", "C", "O", "C", "C", "C", "C", "H", "H", "H", "H", "H", "H", "H", "H", "H", "H", "H", "H", "H", "H", "H", "H", "H", "H", "H", "H", "H", "H", "H", "H", "H", "H", "H", "C", "C", "C", "C", "C", "C", "C", "C", "S", "C", "N", "C", "C", "C", "C", "C", "C", "C", "C", "H", "H", "H", "H", "H", "H", "H", "H", "H", "H", "H", "H", "H", "H", "H", "H", "C", "O", "C", "O", "C", "C", "As", "C", "C", "C", "As", "C", "C", "O", "O", "C", "C", "O", "O", "C", "C", "O", "O", "C", "H", "H", "H", "H", "H", "H", "H", "H", "H", "H", "H", "H", "H", "H", "H", "H", "H", "H"],
  "xyz": [[0.00180, 0.05818, -1.55498], [-3.83186, -0.57483, 1.40724], [-2.65635, -0.63634, 0.77009], [-1.87185, 0.46617, 0.68680], [-2.34707, -1.75013, -0.02601], [-3.21807, -2.84351, -0.21081], [-2.74206, -3.94437, -0.89120], [-1.41839, -3.97172, -1.34481], [-0.63673, -2.84700, -1.13422], [-1.08903, -1.75352, -0.52989], [0.83833, -2.79285, -1.53193], [1.38060, -3.81583, -1.92593], [1.36933, -1.62942, -1.39752], [-3.95482, 0.29390, 1.81398], [-4.22848, -2.79911, 0.17507], [-3.39295, -4.79270, -1.06436], [-0.98715, -4.82294, -1.85275], [-0.47914, -2.30360, -4.68918], [-1.52395, -1.19609, -4.59057], [-1.69735, -0.58830, -5.98964], [-2.86140, -1.76866, -4.12192], [-1.05685, -0.22857, -3.64604], [-1.76922, 1.58150, -3.66031], [-2.90929, 1.20337, -2.23425], [-4.21577, 1.73335, -2.09152], [-4.75502, 2.33546, -3.39592], [-4.21323, 2.82287, -1.01830], [-5.14035, 0.59386, -1.66736], [-0.32862, 2.18635, -2.44446], [0.63124, 3.11701, -2.94494], [-0.02254, 4.25031, -3.75067], [1.65394, 2.38609, -3.82803], [1.33715, 3.74145, -1.74414], [-0.77935, -3.05031, -5.42590], [0.48079, -1.87507, -4.99468], [-0.34422, -2.80511, -3.73310], [-1.89701, -1.37719, -6.71765], [-2.53004, 0.11854, -6.01521], [-0.78734, -0.05743, -6.28339], [-3.19433, -2.56520, -4.79186], [-2.77095, -2.16482, -3.10883], [-3.61902, -0.97918, -4.10734], [-4.18503, 3.22384, -3.68032], [-4.68070, 1.60858, -4.21036], [-5.80347, 2.61746, -3.27441], [-3.53155, 3.62803, -1.31079], [-5.21593, 3.23945, -0.88918], [-3.87498, 2.41407, -0.06282], [-5.23731, -0.12842, -2.48327], [-4.72427, 0.07227, -0.80503], [-6.13361, 0.97250, -1.41297], [-0.36255, 3.89673, -4.72566], [-0.89101, 4.63417, -3.20552], [0.68596, 5.06789, -3.90363], [1.12796, 1.89214, -4.65139], [2.37862, 3.08941, -4.24344], [2.19233, 1.62927, -3.25496], [0.62473, 4.31777, -1.14513], [1.77847, 2.97171, -1.10688], [2.12777, 4.41115, -2.08746], [-0.19406, -6.29735, 3.03035], [-0.73871, -6.12830, 4.44873], [-1.95643, -7.05355, 4.61515], [0.36349, -6.53026, 5.43968], [-1.18065, -4.68864, 4.72472], [-1.64305, -4.35574, 6.01347], [-2.04005, -3.07893, 6.34930], [-1.99557, -2.10253, 5.35953], [-2.37946, -0.42274, 5.46292], [-1.94792, -0.24397, 3.76381], [-1.57774, -1.32953, 3.18766], [-1.57424, -2.40523, 4.06360], [-1.15443, -3.70251, 3.75368], [-1.95616, 1.09189, 3.13360], [-1.99566, 2.20657, 3.98128], [-1.77198, 3.49124, 3.52821], [-1.48938, 3.70613, 2.19032], [-1.52805, 2.64667, 1.30870], [-1.79223, 1.35753, 1.75166], [0.16095, -7.32040, 2.89294], [0.64463, -5.62498, 2.83150], [-0.96839, -6.10828, 2.28381], [-1.69235, -8.07966, 4.34326], [-2.77163, -6.72359, 3.96645], [-2.32124, -7.05586, 5.64488], [0.71716, -7.54010, 5.21332], [0.01088, -6.52215, 6.47349], [1.21246, -5.84579, 5.36412], [-1.67578, -5.12260, 6.77821], [-2.36093, -2.84557, 7.35660], [-0.79810, -3.89784, 2.75012], [-2.16872, 2.03719, 5.03705], [-1.80049, 4.32303, 4.22226], [-1.26777, 4.70249, 1.82855], [-1.35300, 2.77990, 0.24466], [1.72052, 1.60936, 5.13722], [2.41724, 1.93754, 3.92746], [1.92437, 1.41018, 2.80443], [0.99505, 0.64259, 2.79292], [2.71417, 1.72266, 1.58393], [3.45561, 2.82436, 1.49020], [5.03807, 3.05952, 0.37071], [4.60160, 4.80899, -0.41128], [4.55258, 1.83417, -1.07716], [3.77064, 0.75174, -1.04626], [2.29169, 0.35664, 0.21483], [3.04986, -1.19379, 1.12473], [4.06450, -0.36746, -2.01743], [4.98395, -1.11481, -1.80020], [3.22606, -0.43373, -3.04756], [3.32623, -1.57316, -3.92879], [5.53383, 2.06461, -2.18384], [6.55975, 2.68312, -2.02721], [5.14543, 1.58601, -3.36467], [6.04330, 1.83093, -4.45465], [3.40733, 3.94917, 2.47845], [4.39294, 4.43118, 2.97808], [2.17560, 4.45048, 2.63557], [2.08705, 5.58961, 3.50178], [2.39009, 1.87229, 5.94989], [1.47957, 0.54800, 5.16570], [0.79939, 2.18717, 5.20265], [5.05594, 5.56945, 0.22077], [3.53000, 4.97695, -0.47058], [5.05468, 4.86741, -1.39918], [4.05591, -0.97391, 1.47102], [3.07809, -2.02116, 0.41769], [2.40011, -1.45388, 1.95840], [3.40774, -1.19183, -4.94509], [2.43104, -2.17471, -3.80468], [4.19555, -2.16884, -3.67544], [5.59348, 1.35608, -5.31968], [7.02208, 1.40455, -4.24777], [6.15075, 2.90088, -4.61964], [1.02942, 5.73657, 3.69585], [2.50854, 6.46544, 3.01245], [2.62605, 5.41047, 4.42847]],
  "forces_ev_per_a": [[-1.6, 3.6, -0.2], [0.0, 0.1, 0.0], [-0.4, -0.1, -0.5], [0.1, -0.6, 1.0], [0.2, 0.1, 0.4], [-0.1, -0.1, -0.1], [0.0, 0.1, 0.1], [0.0, 0.0, 0.0], [-0.1, -0.2, 0.2], [-1.3, -2.5, 1.5], [0.4, -0.7, 0.0], [-0.2, 0.2, 0.0], [2.3, -3.4, 0.2], [0.0, 0.0, 0.0], [0.1, 0.0, 0.0], [0.0, 0.0, 0.0], [0.0, 0.0, 0.1], [0.1, 0.2, 0.1], [-0.2, -0.1, -0.5], [0.0, 0.1, 0.2], [0.0, 0.2, 0.1], [-0.7, -0.1, -1.5], [-0.3, 0.4, -0.4], [0.4, -0.1, 0.0], [-0.3, 0.1, -0.1], [0.1, 0.0, 0.0], [0.1, 0.0, 0.0], [0.1, -0.1, -0.1], [-0.6, 2.1, -1.3], [0.1, 0.4, -0.3], [-0.1, -0.2, 0.1], [-0.3, 0.0, 0.2], [-0.2, -0.1, 0.0], [0.0, 0.0, 0.0], [-0.1, -0.1, 0.0], [0.0, -0.1, 0.0], [0.0, 0.0, 0.0], [0.1, 0.0, 0.0], [-0.1, 0.0, 0.0], [0.0, 0.0, 0.0], [0.0, 0.0, 0.0], [0.0, -0.1, 0.0], [-0.1, 0.0, 0.0], [-0.1, 0.1, 0.0], [0.0, 0.0, 0.0], [0.0, 0.0, 0.1], [0.1, 0.0, 0.0], [0.0, 0.0, 0.0], [0.0, 0.0, 0.1], [-0.1, 0.0, 0.0], [0.0, 0.0, 0.0], [0.0, 0.1, 0.0], [0.1, 0.0, 0.0], [0.0, 0.0, 0.0], [0.1, 0.0, 0.0], [0.0, 0.0, 0.0], [0.0, 0.1, -0.1], [0.0, 0.0, 0.0], [0.1, 0.0, 0.0], [0.0, 0.0, 0.1], [0.0, 0.1, 0.0], [-0.1, 0.0, 0.0], [0.1, 0.0, 0.0], [0.0, 0.0, 0.0], [0.0, 0.0, -0.1], [0.0, 0.0, 0.0], [0.0, -0.1, 0.0], [0.0, 0.1, 0.0], [-0.1, 0.1, 0.0], [-0.1, -0.1, 0.0], [0.3, -0.1, -0.2], [0.0, 0.1, 0.0], [0.0, 0.0, -0.1], [0.0, -0.1, -0.4], [0.1, 0.0, -0.1], [0.0, 0.1, 0.3], [0.0, 0.1, -0.1], [0.1, 0.0, -0.1], [-0.1, 0.2, 0.2], [0.0, 0.0, 0.0], [0.0, 0.0, 0.0], [0.0, 0.0, 0.0], [0.0, 0.1, 0.0], [0.0, -0.1, 0.0], [0.0, 0.0, -0.1], [0.0, 0.1, 0.0], [0.0, 0.0, -0.1], [0.0, -0.1, 0.0], [0.0, 0.0, 0.0], [0.0, 0.0, 0.0], [-0.1, 0.0, 0.0], [0.1, 0.1, 0.0], [0.0, -0.1, 0.0], [0.0, 0.0, 0.0], [-0.1, 0.0, 0.0], [0.0, 0.0, -0.1], [0.1, 0.1, 0.1], [0.1, 0.0, 0.0], [-0.5, -0.2, -0.1], [-0.1, 0.0, 0.0], [0.2, 0.1, 0.1], [-0.2, 0.0, -0.1], [0.0, 0.0, 0.0], [0.1, 0.1, 0.0], [0.0, -0.1, -0.1], [2.4, 0.6, 1.7], [0.1, -0.1, -0.1], [0.0, -0.2, 0.0], [-0.2, 0.0, -0.1], [-0.1, -0.1, 0.0], [0.1, 0.1, 0.1], [0.1, -0.1, 0.0], [0.0, 0.1, 0.1], [-0.1, 0.0, -0.1], [0.1, 0.0, 0.0], [0.1, 0.0, 0.0], [0.0, 0.0, 0.0], [-0.2, 0.0, -0.1], [0.1, -0.1, 0.0], [0.0, 0.0, 0.0], [0.0, 0.0, 0.0], [0.0, 0.0, 0.0], [0.0, 0.0, 0.0], [0.0, 0.0, -0.1], [0.0, 0.0, 0.0], [0.0, 0.0, 0.1], [0.0, 0.1, 0.0], [0.0, 0.1, 0.0], [0.0, 0.0, 0.0], [0.0, 0.0, 0.1], [0.1, 0.0, 0.0], [0.0, 0.0, 0.0], [0.0, 0.0, 0.0], [0.0, 0.0, 0.0], [0.0, 0.0, 0.0], [0.0, 0.0, 0.0], [0.0, 0.0, 0.0]],
  "energy_ev": -276321.3962,
  "spin_multiplicity": 2,
  "relative_energy_ev": 0.000,
  "e_lumo_ha": [-0.01296, -0.02296],
  "mol_weight_da": 1325.92,
  "largest_force_ha_per_bohr": 0.080,
  "gap_ev": [6.4050, 7.0790]
}